(1)
Formula: C10H8O2
Source: the Open Molecules 2025 dataset
Level of theory: wB97M-V/def2-TZVPD

E_HOMO (spin up / spin down): -8.0 / -6.3 eV
2S+1: 1
DFT total energy: -536.0837 a.u.
HOMO-LUMO gap (spin up / spin down): 8.68 / 6.58 eV
ΔE to the lowest compared entry with this formula, charge and spin: 7.458 eV
LUMO energy (spin up / spin down): 0.63 / 0.29 eV

```
20
C10H8O2 (wB97M-V/def2-TZVPD)
C 0.103 -2.215 -1.954
C 1.441 -2.084 -1.636
C -0.804 -1.245 -1.544
C 1.978 -0.989 -0.999
C -0.281 -0.189 -0.825
C 1.101 -0.089 -0.573
C -1.667 0.927 0.972
C -0.818 0.925 -0.067
C -0.944 1.712 2.031
C 0.203 2.267 1.269
O 0.310 1.731 0.084
O 1.022 3.283 1.684
H -0.226 -3.027 -2.550
H 2.108 -2.856 -1.878
H -1.927 -1.357 -1.419
H 2.902 -0.947 -0.555
H -2.492 0.219 1.157
H -1.506 2.437 2.485
H -0.582 1.047 2.976
H 1.888 2.935 1.592
```

(2)
Formula: C5H9N2O2
Source: the Open Molecules 2025 dataset
Level of theory: wB97M-V/def2-TZVPD

E_HOMO (spin up / spin down): -14.1 / -14.2 eV
2S+1: 1
DFT total energy: -455.4961 a.u.
Charge: +1
HOMO-LUMO gap (spin up / spin down): 8.52 / 8.49 eV
ΔE to the lowest compared entry with this formula, charge and spin: 6.276 eV
LUMO energy (spin up / spin down): -5.62 / -5.67 eV

```
18
C5H9N2O2 (wB97M-V/def2-TZVPD)
C -2.110 -1.081 -0.032
C -0.503 -1.013 0.012
C 0.000 0.348 0.093
C -0.933 1.469 0.331
N 1.264 0.695 -0.022
C 2.274 -0.358 -0.181
O 2.083 -1.563 -0.167
N 3.373 0.198 -0.670
O 4.479 0.428 -0.322
H -2.671 -0.406 0.631
H -2.529 -2.118 0.110
H -2.371 -0.792 -1.042
H -0.027 -1.571 0.811
H -0.120 -1.468 -0.856
H -0.828 2.038 1.294
H -2.063 1.137 0.350
H -0.760 2.299 -0.395
H 1.442 1.760 0.054
```

(3)
Formula: C4H12N2S
Source: the Open Molecules 2025 dataset
Level of theory: wB97M-V/def2-TZVPD

E_HOMO: -8.3 eV
2S+1: 1
DFT total energy: -667.2407 a.u.
HOMO-LUMO gap: 9.34 eV
ΔE to the lowest compared entry with this formula, charge and spin: 1.476 eV
LUMO energy: 0.99 eV

```
19
C4H12N2S (wB97M-V/def2-TZVPD)
N -2.346 0.322 -0.134
C -1.661 -0.925 -0.736
C -0.617 -1.476 0.278
N 0.610 -0.628 0.167
C 1.377 0.422 0.910
C 1.968 1.434 -0.053
S 0.730 2.223 -1.103
H -3.103 -0.133 0.371
H -1.639 0.736 0.468
H -2.454 -1.625 -1.000
H -1.016 -0.584 -1.555
H -0.204 -2.462 0.087
H -0.981 -1.320 1.334
H 1.195 -1.102 -0.506
H 2.144 -0.117 1.433
H 0.715 0.808 1.689
H 2.368 2.269 0.537
H 2.815 0.974 -0.535
H 0.100 1.185 -1.650
```

(4)
Formula: C15H26F5N11O4S2
Source: the Open Molecules 2025 dataset
Level of theory: wB97M-V/def2-TZVPD

E_HOMO: -8.9 eV
2S+1: 1
DFT total energy: -2785.5397 a.u.
HOMO-LUMO gap: 7.55 eV
LUMO energy: -1.37 eV

```
63
C15H26F5N11O4S2 (wB97M-V/def2-TZVPD)
C 1.877 -4.949 -2.384
C 2.375 -3.480 -1.828
C 1.173 -2.779 -0.951
N 0.150 -2.021 -1.768
N 0.102 -0.711 -1.331
C -0.716 -0.516 -0.068
C -1.555 -1.576 0.860
C -3.161 -1.256 0.783
N -3.560 -0.207 -0.231
N -3.931 -2.525 0.434
N -3.711 -0.786 2.132
N -0.648 0.962 0.305
C 0.235 1.486 -0.815
N 0.569 2.805 -0.826
C 0.004 3.621 0.356
C -1.460 4.320 0.249
C -1.822 5.067 1.647
C -0.778 5.036 2.863
N 0.587 4.454 2.991
C 0.870 3.779 1.695
C 1.451 3.556 -1.782
F 2.914 3.191 -1.687
F 0.961 3.574 -3.203
F 1.429 5.015 -1.379
N 0.663 0.467 -1.823
C 1.466 0.463 -3.084
N 0.681 0.801 -4.356
C -0.531 -0.087 -4.526
H 0.774 -5.134 -1.969
H 2.648 -5.749 -1.954
H 1.931 -4.935 -3.555
H 3.315 -3.638 -1.109
H 2.663 -2.718 -2.685
H 0.591 -3.566 -0.279
H 1.713 -1.984 -0.241
H 0.296 -2.112 -2.797
H -1.276 -2.713 0.661
H -1.217 -1.376 1.987
H -3.266 -0.442 -1.204
H -3.295 0.762 0.053
H -4.068 -2.463 -0.608
H -4.885 -2.435 0.848
H -3.526 -1.482 2.887
H -3.347 0.168 2.363
H -2.194 4.316 -0.662
H -2.854 5.629 1.765
H -1.150 5.579 3.862
H 1.948 3.262 1.660
H 1.850 -0.655 -3.254
H 2.425 1.129 -3.102
H 1.383 0.680 -5.128
H -0.112 -1.164 -4.824
H -1.232 -0.155 -3.591
H -1.087 0.296 -5.509
N 2.670 -0.527 4.572
S 1.759 0.296 5.552
O 1.483 -0.286 6.862
O 0.690 1.099 4.971
F 2.791 1.451 5.965
S 1.934 -1.813 4.043
O 2.825 -2.779 3.401
O 0.651 -1.647 3.372
F 1.532 -2.601 5.370
```

(5)
Formula: C28H49AlF8NO5
Source: the Open Molecules 2025 dataset
Level of theory: wB97M-V/def2-TZVPD

E_HOMO: -4.9 eV
2S+1: 1
DFT total energy: -2568.3406 a.u.
Charge: -1
HOMO-LUMO gap: 6.65 eV
LUMO energy: 1.72 eV

```
92
C28H49AlF8NO5 (wB97M-V/def2-TZVPD)
C 6.803 -2.686 3.758
C 7.131 -1.160 4.120
O 8.245 -0.746 3.247
C 5.864 -0.160 3.980
Al 5.505 0.083 1.944
C 3.516 -0.013 1.454
C 2.642 1.253 1.959
C 2.606 2.452 0.885
C 1.104 2.814 0.376
C 0.178 3.469 1.515
C -1.040 2.525 2.005
C -2.091 2.168 0.845
C -2.643 0.632 0.912
C -1.396 -0.383 0.891
C -1.648 -1.776 0.124
C -3.185 -2.203 -0.048
C -3.952 -2.545 1.323
N -4.930 -1.490 1.756
C -5.115 -1.173 3.169
C -6.161 -0.010 3.216
C -6.651 0.355 1.770
C -5.809 -0.650 0.943
C 6.499 1.718 1.204
O 6.449 1.893 -0.243
C 6.315 0.644 -0.932
O 6.645 0.757 -2.365
C 5.751 -0.160 -3.055
C 5.865 -1.681 -2.556
O 4.835 -2.048 -1.566
H 6.445 -2.837 2.676
H 7.787 -3.290 3.866
H 5.979 -3.123 4.444
H 7.552 -1.128 5.192
H 8.489 0.182 3.493
H 6.184 0.879 4.353
H 4.942 -0.537 4.541
H 6.188 -1.212 1.252
H 3.070 -0.980 1.917
H 3.317 -0.116 0.315
H 1.562 0.876 2.137
H 3.033 1.665 2.955
H 3.245 2.143 -0.031
H 3.135 3.392 1.310
H 0.634 1.928 -0.177
H 1.262 3.636 -0.429
H 0.833 3.748 2.419
H -0.226 4.474 1.106
H -0.601 1.628 2.559
H -1.612 3.144 2.803
H -1.716 2.450 -0.210
H -3.014 2.849 1.022
H -3.368 0.533 0.037
H -3.179 0.564 1.936
H -0.543 0.162 0.328
H -1.067 -0.557 1.974
H -1.158 -1.738 -0.910
H -1.114 -2.595 0.746
H -3.753 -1.451 -0.718
H -3.179 -3.188 -0.662
H -3.165 -2.741 2.147
H -4.541 -3.540 1.236
H -4.599 -1.676 4.065
H -6.545 0.477 4.177
H -7.401 1.137 1.434
H -5.804 -0.809 -0.195
H 7.566 1.729 1.645
H 5.975 2.652 1.656
H 6.974 -0.198 -0.531
H 5.183 0.385 -0.916
H 4.655 0.181 -2.998
H 6.044 -0.160 -4.176
H 6.878 -1.958 -2.099
H 5.695 -2.420 -3.434
H 5.282 -1.970 -0.679
C -5.259 0.824 -4.433
C -4.952 -0.410 -3.562
C -4.799 -1.727 -4.323
F -5.923 -2.082 -4.975
F -4.524 -2.740 -3.462
F -5.889 -0.518 -2.588
F -3.780 -0.158 -2.918
O -6.631 1.235 -4.512
C -7.440 0.600 -5.482
C -8.592 -0.193 -4.859
F -8.139 -1.165 -4.037
F -9.330 -0.805 -5.818
F -6.670 -0.143 -6.299
F -7.944 1.596 -6.250
H -4.760 1.668 -3.947
H -4.796 0.764 -5.422
H -3.979 -1.672 -5.045
H -9.248 0.461 -4.279
```

(6)
Formula: C3H6Cl6
Source: the Open Molecules 2025 dataset
Level of theory: wB97M-V/def2-TZVPD

E_HOMO: -11.0 eV
2S+1: 1
DFT total energy: -2879.0289 a.u.
HOMO-LUMO gap: 11.62 eV
ΔE to the lowest compared entry with this formula, charge and spin: 0.543 eV
LUMO energy: 0.63 eV

```
15
C3H6Cl6 (wB97M-V/def2-TZVPD)
Cl 4.366 2.049 5.202
C 3.494 3.493 4.691
Cl 3.178 4.610 6.054
H 4.131 4.054 4.007
H 2.594 3.210 4.146
Cl -0.895 -3.583 -5.314
C -2.232 -2.579 -5.851
Cl -1.579 -1.021 -6.458
H -2.622 -3.273 -6.594
H -2.921 -2.364 -5.034
Cl -1.695 -0.522 -0.580
C -1.622 -0.960 1.095
Cl -0.123 -0.302 1.888
H -2.541 -0.765 1.647
H -1.531 -2.047 1.100
```

(7)
Formula: H35O18
Source: the Open Molecules 2025 dataset
Level of theory: wB97M-V/def2-TZVPD

E_HOMO: -6.9 eV
2S+1: 1
DFT total energy: -1375.2237 a.u.
Charge: -1
HOMO-LUMO gap: 9.14 eV
ΔE to the lowest compared entry with this formula, charge and spin: 4.153 eV
LUMO energy: 2.23 eV

```
53
H35O18 (wB97M-V/def2-TZVPD)
O -1.762 1.775 -2.630
H -2.180 2.640 -2.637
H -1.228 -2.203 -0.192
O 1.304 1.914 4.490
H 0.776 1.904 3.701
O -4.599 -0.720 -1.454
H -3.793 -0.394 -2.029
H -4.194 -0.303 -0.612
O 0.591 -0.717 -2.469
H -3.018 0.668 2.344
H 0.703 -0.616 -1.432
O 1.225 -3.635 4.645
H 1.344 -2.615 4.627
H 0.586 -3.825 4.009
O -4.297 -3.162 -0.632
H -4.390 -2.061 -0.937
H -3.331 -3.198 -0.549
O -1.761 5.441 0.954
H -1.693 4.388 1.051
H -2.692 5.400 0.961
O 3.830 1.147 -1.688
H -0.451 -0.740 5.311
H 4.081 -1.815 -0.933
O 0.349 2.600 -0.941
H 0.668 1.750 -0.348
H 0.994 2.585 -1.702
O -1.697 0.193 -5.091
H -1.990 0.726 -4.372
H -2.464 -0.333 -5.524
O 0.268 0.203 0.168
H 0.042 -1.833 2.034
H -0.264 0.782 0.791
O 0.880 -1.710 2.349
H 1.388 -0.999 1.769
H -0.270 -0.917 -2.423
O 5.028 -2.021 -0.696
H 2.062 2.548 4.315
H 5.662 -1.917 -1.534
O -1.776 -1.397 -0.491
H 4.338 0.450 -1.616
H -0.812 -0.683 -0.376
O -2.143 1.127 2.512
H -0.996 1.792 -2.129
H -2.229 1.206 3.524
O -1.081 -0.530 4.561
H 2.957 0.977 -1.480
H -0.764 -0.849 3.732
O 2.347 0.615 0.846
H 1.809 0.397 0.107
H 3.105 1.048 0.499
O 3.323 -1.250 -4.251
H 3.633 -1.797 -4.931
H 2.361 -1.154 -4.482
```

(8)
Formula: C4H7NO
Source: the Open Molecules 2025 dataset
Level of theory: wB97M-V/def2-TZVPD

E_HOMO: -8.9 eV
2S+1: 1
DFT total energy: -286.5177 a.u.
HOMO-LUMO gap: 10.01 eV
ΔE to the lowest compared entry with this formula, charge and spin: 3.100 eV
LUMO energy: 1.13 eV

```
13
C4H7NO (wB97M-V/def2-TZVPD)
C -1.223 -0.693 0.086
O -0.057 -1.519 0.097
C 1.165 -0.762 0.274
C 0.762 0.693 0.144
N 0.171 0.895 -1.136
C -0.755 0.745 -0.057
H -1.810 -0.766 1.017
H -1.839 -1.060 -0.744
H 1.644 -0.988 1.274
H 1.872 -1.015 -0.569
H 1.286 1.417 0.786
H 0.295 1.558 -2.034
H -1.380 1.536 0.410
```

(9)
Formula: C9H12IN3NiO5
Source: the Open Molecules 2025 dataset
Level of theory: wB97M-V/def2-TZVPD

E_HOMO (spin up / spin down): -8.6 / -8.6 eV
2S+1: 1
DFT total energy: -2696.6254 a.u.
HOMO-LUMO gap (spin up / spin down): 8.30 / 8.31 eV
ΔE to the lowest compared entry with this formula, charge and spin: 0.000 eV
LUMO energy (spin up / spin down): -0.30 / -0.29 eV

```
31
C9H12IN3NiO5 (wB97M-V/def2-TZVPD)
Ni 0.231 -0.328 -0.108
O 0.408 0.031 1.927
C 0.136 1.445 2.069
C -1.171 1.833 1.386
N -1.161 1.386 0.004
C -2.422 0.762 -0.398
C -2.543 -0.618 0.281
O -3.621 -1.027 0.660
O -1.413 -1.232 0.395
C -0.601 2.245 -1.021
C 0.075 1.393 -2.125
O 0.464 1.918 -3.145
O 0.233 0.118 -1.878
H -0.348 -0.490 2.249
H 0.117 1.703 3.131
H 0.997 1.934 1.611
H -1.986 1.309 1.896
H -1.370 2.905 1.505
H -3.296 1.376 -0.163
H -2.395 0.598 -1.477
H -1.346 2.896 -1.489
H 0.169 2.893 -0.594
I 5.976 0.968 -1.565
C 4.297 0.283 -0.602
C 4.228 -0.287 0.649
N 2.937 -0.581 0.866
N 2.167 -0.238 -0.177
C 2.980 0.297 -1.080
H 4.985 -0.503 1.381
H 2.505 -0.969 1.689
H 2.585 0.634 -2.024
```

(10)
Formula: C17H34NO
Source: the Open Molecules 2025 dataset
Level of theory: wB97M-V/def2-TZVPD

E_HOMO: -12.5 eV
2S+1: 1
DFT total energy: -797.9271 a.u.
Charge: +1
HOMO-LUMO gap: 9.59 eV
LUMO energy: -2.92 eV

```
53
C17H34NO (wB97M-V/def2-TZVPD)
C 0.246 3.219 -1.776
N 0.184 2.432 -3.024
C 1.493 1.822 -3.317
C -0.927 1.434 -2.998
C -0.622 0.165 -2.193
O -0.205 0.509 -0.901
C -0.376 -0.489 0.120
C 0.959 -1.206 0.456
C 2.144 -0.720 -0.383
C 3.429 -1.407 0.073
C 3.301 -2.922 -0.057
C 2.107 -3.423 0.748
C 0.825 -2.723 0.304
C -0.999 0.204 1.348
C -2.253 0.993 0.958
C -2.851 1.701 2.170
C -3.204 0.694 3.259
C -1.969 -0.110 3.648
C -1.375 -0.812 2.429
H -0.674 3.785 -1.642
H 1.083 3.912 -1.814
H 0.367 2.534 -0.938
H -0.030 3.084 -3.787
H 1.431 1.199 -4.208
H 2.236 2.600 -3.485
H 1.805 1.216 -2.469
H -1.800 1.927 -2.567
H -1.158 1.138 -4.023
H 0.134 -0.447 -2.707
H -1.551 -0.422 -2.164
H -1.096 -1.230 -0.251
H 1.206 -0.986 1.499
H 2.250 0.363 -0.277
H 1.977 -0.960 -1.437
H 4.269 -1.051 -0.526
H 3.628 -1.148 1.114
H 4.214 -3.401 0.294
H 3.168 -3.187 -1.109
H 1.998 -4.501 0.621
H 2.276 -3.228 1.808
H -0.015 -3.082 0.901
H 0.622 -2.967 -0.742
H -0.259 0.903 1.752
H -2.007 1.730 0.191
H -2.993 0.304 0.542
H -2.127 2.420 2.562
H -3.743 2.254 1.869
H -3.601 1.214 4.131
H -3.978 0.017 2.891
H -2.231 -0.853 4.403
H -1.221 0.558 4.081
H -0.504 -1.389 2.737
H -2.110 -1.510 2.021
```

(11)
Formula: C5H12ClN3O2
Source: the Open Molecules 2025 dataset
Level of theory: wB97M-V/def2-TZVPD

E_HOMO: -9.4 eV
2S+1: 1
DFT total energy: -972.5186 a.u.
HOMO-LUMO gap: 9.93 eV
ΔE to the lowest compared entry with this formula, charge and spin: 0.000 eV
LUMO energy: 0.49 eV

```
23
C5H12ClN3O2 (wB97M-V/def2-TZVPD)
C -1.470 -0.563 -2.290
N -0.381 -0.480 -1.318
C -0.456 -0.494 0.086
C -1.638 -1.238 0.637
N 0.378 0.025 0.885
C 1.510 0.719 0.383
C 2.379 1.061 1.558
Cl 3.827 1.800 0.914
H -1.062 -0.786 -3.258
H -2.073 -1.470 -2.157
H -1.973 0.307 -2.396
H 0.293 0.169 -1.674
H -1.739 -1.329 1.734
H -2.516 -0.613 0.376
H -1.870 -2.210 0.212
H 1.888 0.119 -0.376
H 1.119 1.663 -0.127
H 2.742 0.203 2.161
H 1.875 1.627 2.489
O 0.355 2.422 4.545
N 0.428 1.950 3.465
O 0.038 0.653 3.411
H -0.054 0.302 2.452
```

(12)
Formula: CH4INS
Source: the Open Molecules 2025 dataset
Level of theory: wB97M-V/def2-TZVPD

E_HOMO: -9.4 eV
2S+1: 1
DFT total energy: -791.0825 a.u.
HOMO-LUMO gap: 9.76 eV
ΔE to the lowest compared entry with this formula, charge and spin: 0.922 eV
LUMO energy: 0.33 eV

```
8
CH4INS (wB97M-V/def2-TZVPD)
S -0.845 -1.865 -0.181
N -0.782 -0.228 0.085
C 0.504 0.571 -0.484
I 2.433 0.096 0.332
H 0.067 -2.298 0.544
H -1.048 0.246 0.973
H 0.144 1.644 -0.453
H 0.534 0.180 -1.503
```